(1)
{"formula": "C6H13CaO5", "method": "the ωB97M-V functional and the def2-TZVPD basis", "elements": ["O", "C", "C", "O", "C", "C", "O", "Ca", "H", "H", "H", "H", "H", "H", "H", "H", "O", "C", "O", "C", "H", "H", "H", "H", "H"], "positions_angstrom": [[-2.072, 0.180, -0.332], [-1.317, -0.003, 0.816], [-0.094, -0.888, 0.590], [-0.536, -2.008, -0.178], [0.434, -2.754, -0.912], [-0.331, -3.472, -2.026], [-1.169, -2.600, -2.712], [-1.948, -1.225, -1.626], [-1.934, -0.471, 1.609], [0.359, -1.223, 1.536], [0.673, -0.346, 0.008], [0.957, -3.458, -0.247], [1.168, -2.052, -1.344], [-0.901, -4.307, -1.568], [0.422, -3.936, -2.692], [-0.941, 1.025, 1.178], [-0.092, 3.393, -0.558], [1.767, 2.769, 1.483], [0.640, 3.612, 1.644], [-0.393, 3.429, 0.775], [2.436, 2.965, 2.327], [1.465, 1.709, 1.500], [2.296, 2.981, 0.542], [-1.207, 4.126, 0.991], [0.319, 2.556, -0.803]], "atomic_forces_ev_per_a": [[0.45, 2.45, 2.80], [-0.09, 1.60, 0.69], [0.36, 0.21, 0.09], [0.47, -0.46, 0.80], [0.43, -0.16, -0.10], [0.12, -0.40, -0.44], [2.13, -3.01, -1.60], [-3.44, 0.70, -2.23], [0.24, 0.27, 0.00], [-0.08, 0.09, -0.17], [-0.10, -0.12, 0.05], [-0.06, 0.14, -0.13], [-0.15, -0.14, 0.09], [0.13, 0.14, -0.08], [-0.07, -0.01, 0.20], [-0.34, -1.36, 0.05], [0.04, -0.06, -0.22], [0.11, -0.14, -0.12], [0.07, 0.03, 0.27], [-0.11, 0.36, 0.00], [-0.18, -0.03, -0.23], [0.06, 0.21, 0.01], [-0.11, -0.04, 0.24], [0.22, -0.27, -0.03], [-0.11, 0.00, 0.08]], "multiplicity": 2, "relative_energy_kj_mol": 52.1, "s2": 0.752, "homo_ha": [-0.2630, -0.3138]}

---

(2)
{"formula": "C6H13ClF2NOPS", "method": "the ωB97M-V functional and the def2-TZVPD basis", "elements": ["C", "C", "N", "P", "F", "S", "C", "C", "H", "H", "H", "H", "H", "H", "H", "H", "H", "H", "H", "O", "C", "F", "C", "Cl", "H", "H"], "positions_angstrom": [[0.051, -3.024, 0.293], [0.931, -2.217, -0.650], [0.946, -0.814, -0.268], [2.308, 0.119, -0.307], [2.121, 0.957, -1.734], [4.004, -0.794, -0.223], [1.949, 1.508, 0.842], [2.840, 2.695, 0.510], [-0.986, -2.709, 0.215], [0.113, -4.079, 0.040], [0.380, -2.892, 1.320], [1.965, -2.569, -0.596], [0.580, -2.338, -1.681], [0.059, -0.336, -0.360], [0.891, 1.763, 0.770], [2.153, 1.136, 1.847], [2.594, 3.090, -0.472], [2.717, 3.486, 1.246], [3.884, 2.386, 0.500], [-2.341, 0.795, -0.062], [-3.412, 0.613, -0.522], [-3.532, 0.006, -1.722], [-4.753, 0.930, 0.063], [-5.324, -0.610, 0.794], [-4.666, 1.670, 0.856], [-5.471, 1.225, -0.700]], "atomic_forces_ev_per_a": [[0.17, 0.10, -0.18], [0.01, -0.34, 0.05], [0.48, 0.18, 0.07], [-0.75, 0.96, -1.09], [0.31, -0.76, 1.33], [-0.52, 0.33, 0.08], [0.42, -0.54, -0.41], [0.02, 0.09, -0.02], [-0.15, 0.01, 0.04], [-0.07, -0.15, -0.01], [0.03, 0.01, 0.13], [-0.18, 0.00, -0.09], [0.12, 0.03, 0.05], [0.02, 0.11, 0.07], [-0.05, -0.10, -0.06], [-0.07, -0.08, 0.00], [0.03, 0.07, -0.03], [0.01, 0.06, 0.06], [0.09, 0.07, 0.02], [0.06, 0.13, 0.20], [0.27, -0.13, -0.44], [-0.14, 0.07, 0.13], [-0.22, -0.25, 0.24], [-0.05, 0.23, -0.06], [0.04, -0.10, -0.15], [0.13, 0.00, 0.08]], "smiles": "CCN[P@](F)(=S)CC.O=C(F)CCl", "homo_ha": -0.3301}

---

(3)
{"formula": "C6H13ClF3N3OP", "method": "the ωB97M-V functional and the def2-TZVPD basis", "elements": ["C", "C", "N", "C", "N", "C", "C", "C", "F", "F", "F", "N", "P", "O", "Cl", "H", "H", "H", "H", "H", "H", "H", "H", "H", "H", "H", "H", "H"], "positions_angstrom": [[3.462, 1.238, -0.658], [2.060, 1.522, -0.130], [1.392, 0.317, 0.390], [0.408, -0.341, -0.171], [-0.201, 0.181, -1.283], [-1.200, 1.264, -1.149], [-2.453, 0.894, -0.351], [-2.343, 1.003, 1.165], [-1.079, 1.299, 1.562], [-2.642, -0.179, 1.763], [-3.143, 1.928, 1.680], [-0.032, -1.481, 0.385], [-1.083, -2.641, -0.495], [-2.207, -2.885, 0.629], [0.107, -4.259, -0.211], [3.457, 1.119, -1.740], [3.869, 0.320, -0.232], [4.140, 2.048, -0.398], [2.076, 2.237, 0.693], [1.416, 1.929, -0.902], [1.730, -0.020, 1.282], [-0.503, -0.530, -1.938], [-1.504, 1.516, -2.162], [-0.708, 2.146, -0.741], [-2.765, -0.128, -0.578], [-3.272, 1.539, -0.668], [0.658, -1.960, 0.960], [-2.266, -2.212, 1.323]], "atomic_forces_ev_per_a": [[0.05, -0.15, -0.04], [-0.20, 0.12, 0.07], [0.13, 0.02, 0.07], [-0.13, 0.54, 0.11], [-0.15, -0.09, -0.21], [0.20, 0.12, 0.02], [-0.15, -0.03, -0.06], [0.30, -0.04, 0.00], [-0.11, 0.02, -0.01], [-0.10, 0.11, 0.05], [-0.01, -0.08, -0.03], [0.42, -0.87, -0.51], [-0.30, 0.20, 0.24], [0.17, 0.19, -0.17], [0.13, -0.15, 0.04], [0.01, -0.01, 0.02], [0.00, 0.06, 0.07], [-0.03, 0.03, -0.08], [0.01, -0.02, 0.00], [0.10, 0.06, -0.03], [-0.02, -0.03, -0.04], [-0.13, -0.07, 0.16], [0.05, -0.03, -0.01], [-0.11, 0.00, 0.06], [0.01, 0.06, -0.08], [0.02, 0.03, 0.07], [-0.16, 0.10, 0.26], [-0.02, -0.10, 0.04]], "smiles": "CCN/C(NCCC(F)(F)F)=[NH+]/P(O)Cl", "relative_energy_kj_mol": 0.0, "total_charge": 1, "homo_ha": -0.5041}

---

(4)
{"formula": "C6H13ClFNS2", "method": "the ωB97M-V functional and the def2-TZVPD basis", "elements": ["C", "C", "C", "C", "C", "C", "H", "H", "H", "H", "H", "H", "H", "H", "H", "H", "H", "H", "H", "N", "F", "S", "S", "Cl"], "positions_angstrom": [[4.688, 1.568, 0.562], [3.100, -0.370, -0.636], [1.907, -0.237, 0.322], [0.614, -0.374, -0.422], [-2.201, 1.296, -0.287], [-2.893, -0.045, -0.419], [4.535, 2.173, -0.337], [3.923, 1.813, 1.304], [5.665, 1.816, 0.985], [3.025, 0.353, -1.457], [3.103, -1.369, -1.085], [1.972, -0.988, 1.115], [1.926, 0.757, 0.789], [0.454, 0.377, -1.202], [-3.782, 2.490, 0.189], [-2.637, 3.243, -0.698], [-1.405, 1.302, -1.039], [-1.724, 1.335, 0.706], [-3.395, -0.153, -1.382], [-3.134, 2.367, -0.583], [-1.977, -1.043, -0.264], [4.713, -0.193, 0.164], [-0.502, -1.514, -0.189], [-4.154, -0.238, 0.838]], "atomic_forces_ev_per_a": [[0.01, 0.11, 0.08], [-0.21, -0.12, 0.08], [-0.49, 0.98, 0.87], [0.05, 0.17, -0.15], [0.37, 0.05, 0.01], [-2.89, 3.28, 0.15], [0.01, -0.10, 0.09], [0.10, -0.07, -0.12], [-0.11, -0.05, -0.07], [0.00, -0.09, 0.12], [-0.01, 0.12, 0.05], [0.05, 0.09, -0.11], [0.43, -0.02, 0.16], [0.56, -0.59, -0.65], [0.02, 0.01, -0.11], [-0.04, -0.13, -0.05], [-0.14, 0.08, 0.16], [-0.07, 0.04, -0.21], [0.30, -0.28, 0.12], [-0.14, -0.06, 0.21], [-11.02, 1.89, 0.63], [-0.06, 0.10, -0.01], [13.03, -5.40, -1.00], [0.25, -0.03, -0.22]], "homo_ha": -0.2377}

---

(5)
{"formula": "C6H13ClN3O2P", "method": "the ωB97M-V functional and the def2-TZVPD basis", "elements": ["N", "P", "N", "O", "C", "Cl", "C", "C", "C", "C", "C", "N", "O", "H", "H", "H", "H", "H", "H", "H", "H", "H", "H", "H", "H", "H"], "positions_angstrom": [[0.622, 3.746, -0.423], [-0.692, 2.640, -0.118], [-1.781, 3.402, 0.817], [-1.284, 2.321, -1.427], [-0.023, 1.079, 0.682], [1.387, 1.115, 1.623], [-0.923, 0.087, 0.709], [-0.956, -1.222, 1.448], [-0.706, -2.365, 0.499], [0.731, -2.152, -0.181], [0.731, -2.028, -1.665], [1.767, -2.141, -2.400], [2.882, -2.617, -1.713], [1.453, 3.840, 0.315], [1.139, 3.646, -1.343], [-1.611, 3.565, 1.851], [-2.647, 3.733, 0.553], [-1.702, 0.228, -0.043], [-1.969, -1.371, 1.932], [-0.127, -1.300, 2.251], [-0.675, -3.388, 0.992], [-1.403, -2.277, -0.365], [1.014, -1.345, 0.427], [1.305, -3.070, -0.034], [-0.193, -1.744, -2.124], [3.662, -2.379, -2.262]], "atomic_forces_ev_per_a": [[2.69, -0.44, 1.56], [2.11, 0.45, -2.55], [2.43, -0.41, 4.34], [-0.36, -0.34, -0.08], [-2.12, 0.84, 0.26], [0.82, 0.09, 0.59], [0.20, 0.03, -0.38], [0.43, -0.32, 1.81], [1.03, -1.05, -2.01], [-1.93, -2.71, 0.43], [1.15, 0.93, 0.72], [-0.71, -0.26, -0.64], [0.75, 0.58, 0.18], [-2.69, -0.37, -1.80], [-1.41, -0.30, 1.37], [-0.17, -0.35, -1.95], [-1.79, 0.54, -1.25], [-0.24, 0.01, 0.33], [1.13, 0.41, -0.35], [-1.43, 0.49, -0.98], [-0.66, 1.33, -0.59], [-0.15, -0.66, 0.85], [1.88, 1.15, -0.12], [0.35, 0.38, 0.73], [-0.24, 0.24, -0.74], [-1.08, -0.27, 0.26]], "smiles": "NP(N)(=O)/C(Cl)=C/CCC/C=N\\O", "relative_energy_kj_mol": 115.8, "homo_ha": -0.3474}